61
Properties=species:S:1:pos:R:3:nbo_charge:R:1 method="wB97M-V/def2-TZVPD" s2=6.005 charge=+2 e_homo_ev="-14.0 / -14.0" spin_multiplicity=5 max_force_ev_per_a=1.4 orbital_gap_ha="0.298 / 0.299"
Pm -0.15653 0.34832 -0.43206 1.592
N -1.15471 2.04524 1.31093 -0.892
C -2.59874 1.85752 1.60835 -0.237
C -3.27874 1.15093 0.45358 -0.242
N -2.69452 -0.18359 0.18362 -0.494
C -3.32285 -0.75212 -1.03246 -0.242
C -2.58464 -1.96884 -1.55656 -0.232
N -1.18032 -1.63240 -1.89554 -0.873
C -2.88588 -1.09456 1.34220 -0.247
C -1.61421 -1.32715 2.14207 -0.229
N -0.51181 -1.68877 1.22782 -0.864
H -0.64521 2.22834 2.17095 0.402
H -1.05498 2.91432 0.77997 0.418
H -3.09010 2.81599 1.78423 0.233
H -2.69240 1.28725 2.53257 0.205
H -3.16384 1.74951 -0.45483 0.228
H -4.35545 1.06956 0.64563 0.223
H -3.31925 0.02867 -1.79666 0.230
H -4.37420 -0.99742 -0.84337 0.223
H -3.11919 -2.36676 -2.42162 0.231
H -2.56662 -2.77242 -0.81885 0.196
H -1.17610 -1.17314 -2.80525 0.400
H -0.65311 -2.49129 -2.02882 0.401
H -3.24833 -2.05573 0.97856 0.217
H -3.67500 -0.71379 1.99643 0.229
H -1.79924 -2.09794 2.89483 0.227
H -1.31469 -0.42591 2.68045 0.190
H -0.74533 -2.54727 0.73506 0.387
H 0.33203 -1.89958 1.75304 0.403
O 6.50216 0.13342 2.82951 -0.716
C 5.35544 0.18639 3.63863 -0.101
C 4.14412 0.22396 2.75347 0.060
C 2.87116 0.38781 3.29503 -0.229
C 1.78781 0.40196 2.44403 0.050
N 1.88528 0.27375 1.11288 -0.537
C 3.11317 0.12367 0.58560 0.184
C 4.25416 0.08664 1.37979 -0.169
C 3.19054 -0.00930 -0.88632 0.190
C 4.38563 0.15282 -1.57253 -0.217
C 4.41694 0.02290 -2.95423 0.074
C 5.71889 0.15965 -3.70787 -0.104
O 6.70734 0.81547 -2.95322 -0.701
C 3.22549 -0.26014 -3.61079 -0.227
C 2.07025 -0.38145 -2.86479 0.072
N 2.03268 -0.26362 -1.53186 -0.549
H 7.29254 0.11686 3.38123 0.499
H 5.34566 1.07551 4.28066 0.202
H 5.27615 -0.69451 4.28914 0.202
H 2.71988 0.50515 4.35959 0.244
H 0.78785 0.52268 2.84517 0.189
H 5.23142 -0.05485 0.94664 0.257
H 5.29929 0.40494 -1.05561 0.260
H 5.53706 0.63924 -4.67269 0.202
H 6.08558 -0.85025 -3.91822 0.219
H 6.74606 1.74454 -3.19946 0.488
H 3.18096 -0.36177 -4.68617 0.247
H 1.12408 -0.56095 -3.36214 0.204
Cl -0.57096 4.63214 -1.09119 -0.395
Si 0.69709 3.05674 -1.57347 0.837
Cl -1.02437 1.57847 -2.56086 -0.458
Cl 1.66830 3.63240 -3.27860 -0.356

---

67
Properties=species:S:1:pos:R:3:nbo_charge:R:1 method="wB97M-V/def2-TZVPD" s2=2.012 charge=0 e_homo_ev="-7.7 / -8.2" spin_multiplicity=3 max_force_ev_per_a=0.7 orbital_gap_ha="0.285 / 0.229"
Ti -0.49297 -0.35166 0.52277 1.343
C -0.24200 0.22146 6.45162 -0.631
C 0.13454 0.28424 4.99642 -0.049
C 1.47143 0.25589 4.58408 -0.139
C 1.80331 0.28260 3.23675 -0.283
C 0.71476 0.35812 2.39859 0.282
Br 1.88303 -0.61725 -0.27520 -0.364
N -0.53285 0.41547 2.72100 -0.492
C -0.85050 0.35470 4.02602 0.057
H 0.64063 0.25765 7.08722 0.222
H -0.77869 -0.70173 6.67329 0.230
H -0.89038 1.05527 6.72176 0.228
H 2.25271 0.19122 5.33229 0.224
H 2.81309 0.21512 2.86298 0.254
H -1.90368 0.37892 4.27602 0.218
C -3.92782 -1.31298 -1.84145 -1.126
Si -2.96761 0.31481 -1.71737 1.743
C -4.10540 1.67765 -2.38161 -1.132
C -1.47230 0.33980 -2.87703 -1.117
C -2.45477 0.70475 0.06049 -1.403
C -1.68429 1.95910 0.03626 0.288
C -2.15549 3.27298 0.07915 -0.276
C -1.24253 4.30772 -0.01430 -0.138
C 0.11955 4.02722 -0.13484 -0.286
C 0.52286 2.70831 -0.13427 0.075
N -0.36444 1.71416 -0.04388 -0.568
Si -3.80425 0.58150 1.35877 1.721
C -3.81478 -1.12422 2.17604 -1.125
C -3.57200 1.90206 2.70616 -1.125
C -5.55955 0.84205 0.70192 -1.129
H -4.94542 -1.13426 -2.19535 0.234
H -3.99857 -1.83314 -0.88386 0.233
H -3.45565 -1.99842 -2.54542 0.246
H -4.30422 1.49690 -3.44128 0.235
H -3.64506 2.66518 -2.30223 0.228
H -5.06771 1.70990 -1.86654 0.231
H -1.81384 0.19196 -3.90538 0.237
H -0.72735 -0.42356 -2.65693 0.245
H -0.97148 1.31088 -2.84372 0.234
H -3.21738 3.46116 0.15668 0.228
H -1.58505 5.33478 -0.00510 0.219
H 0.84798 4.82052 -0.22162 0.224
H 1.56211 2.41022 -0.20449 0.222
H -2.86052 -1.38687 2.63349 0.238
H -4.05112 -1.91174 1.45526 0.239
H -4.58681 -1.15717 2.95010 0.233
H -2.52618 2.14627 2.89534 0.232
H -4.02256 1.56828 3.64493 0.230
H -4.07593 2.83006 2.42871 0.236
H -5.82208 0.13226 -0.08463 0.237
H -5.69561 1.84940 0.30181 0.229
H -6.27639 0.71227 1.51718 0.234
O -1.73681 -4.17035 -2.06068 -0.674
C -1.95983 -4.73475 -0.86426 0.452
C -2.46816 -6.03277 -0.84131 -0.305
C -2.69249 -6.67076 0.36032 -0.150
C -2.40989 -6.03928 1.57187 -0.269
C -1.90022 -4.76077 1.55909 -0.118
C -1.67674 -4.08813 0.35238 -0.303
C -1.14686 -2.72349 0.38442 0.800
O -0.72618 -2.19688 1.46093 -0.723
O -1.11354 -1.99998 -0.67284 -0.742
H -1.41395 -3.25920 -1.90675 0.515
H -2.67534 -6.51659 -1.78640 0.227
H -3.08920 -7.67782 0.35757 0.215
H -2.58859 -6.54979 2.50801 0.216
H -1.66562 -4.23985 2.47757 0.231

---

62
Properties=species:S:1:pos:R:3:nbo_charge:R:1 method="wB97M-V/def2-TZVPD" s2=6.014 charge=-1 e_homo_ev="-3.6 / -4.0" spin_multiplicity=5 max_force_ev_per_a=1.0 orbital_gap_ha="0.246 / 0.260"
Fe 0.50629 0.25752 -0.14902 1.471
C -0.78022 0.67258 2.27318 -0.121
C 0.35135 -0.16980 2.31182 -0.121
C 1.48084 0.59471 1.89862 -0.204
C 1.02553 1.91742 1.61254 -0.155
C -0.36519 1.95649 1.85270 -0.108
C -1.27664 3.14774 1.76718 -0.625
C 1.92723 3.06023 1.22392 -0.632
C 2.91469 0.13494 1.91197 -0.629
C 0.40234 -1.62653 2.69105 -0.639
C -2.18846 0.33140 2.66598 -0.617
H -1.70985 3.38504 2.74620 0.200
H -2.11645 2.97272 1.08242 0.198
H -0.74148 4.03650 1.42068 0.199
H 2.60875 3.32611 2.04058 0.199
H 1.35289 3.95598 0.96912 0.191
H 2.54068 2.79448 0.35761 0.232
H 3.38814 0.31257 2.88706 0.189
H 3.49844 0.66279 1.15235 0.219
H 2.97659 -0.93624 1.69842 0.214
H 1.17173 -1.81254 3.44907 0.195
H 0.63901 -2.23361 1.81051 0.243
H -0.55425 -1.97019 3.09442 0.195
H -2.89494 0.53775 1.85190 0.205
H -2.51270 0.91548 3.53528 0.190
H -2.28278 -0.72595 2.92324 0.202
N -2.35253 -1.26245 -0.04691 -0.866
C -3.23719 -0.94386 -1.16806 -0.205
C -2.66764 0.25225 -1.93986 -0.400
C -2.78226 1.52005 -1.08029 -0.416
C -1.85479 2.66354 -1.49053 -0.210
N -0.43138 2.33478 -1.26806 -0.891
H -1.53572 -1.80637 -0.35785 0.393
H -2.81060 -1.80866 0.67083 0.359
H -4.21935 -0.65926 -0.77938 0.171
H -3.38592 -1.79352 -1.84277 0.164
H -3.19295 0.38827 -2.89084 0.191
H -1.61516 0.03857 -2.15304 0.203
H -2.50393 1.24622 -0.05830 0.227
H -3.82152 1.86695 -1.09442 0.189
H -2.09626 3.53480 -0.88220 0.191
H -2.04571 2.92530 -2.53690 0.167
H 0.10758 3.14618 -0.99894 0.379
H -0.01978 1.94017 -2.10719 0.392
O 2.93611 0.83918 -3.31143 -0.450
N 2.10373 0.75652 -2.41155 0.707
O 0.92765 0.30974 -2.62814 -0.574
O 2.38390 1.09646 -1.21700 -0.567
C 1.39337 -3.99216 -0.37120 -0.616
C 1.42339 -2.68427 -1.17087 0.246
C 2.89022 -2.32137 -1.43910 -0.624
C 0.72267 -2.91527 -2.51857 -0.633
O 0.78356 -1.68852 -0.44901 -1.011
H 1.80570 -4.82380 -0.95299 0.188
H 0.36255 -4.22787 -0.08724 0.198
H 1.98275 -3.87544 0.54493 0.200
H 3.43492 -3.14841 -1.90498 0.186
H 3.36904 -2.06266 -0.49062 0.204
H 2.94393 -1.45301 -2.10113 0.209
H 1.30930 -3.57962 -3.16394 0.187
H 0.59852 -1.95120 -3.01961 0.233
H -0.26775 -3.35888 -2.36165 0.186

---

9
Properties=species:S:1:pos:R:3:nbo_charge:R:1 method="wB97M-V/def2-TZVPD" charge=-1 e_homo_ev=-3.1 max_force_ev_per_a=4.8 smiles="O=C=CC(=O)P[O-]" orbital_gap_ha=0.249
O 2.91060 0.60108 -0.58298 -0.539
C 1.82683 0.48073 -0.07606 0.695
C 0.71624 0.30727 0.49855 -0.674
C -0.12027 -0.90164 -0.02785 0.310
O 0.29520 -1.99488 -0.25543 -0.580
P -1.95646 -0.35357 -0.37773 0.878
O -2.62221 0.28321 0.77225 -1.187
H 0.10322 0.98031 1.12725 0.290
H -1.15315 0.59748 -1.07799 -0.193

---

46
Properties=species:S:1:pos:R:3:nbo_charge:R:1 method="wB97M-V/def2-TZVPD" charge=0 e_homo_ev=-8.9 max_force_ev_per_a=0.8 smiles="O=C(NC1CCCCC1)[C@H](c1ccco1)N(C(=O)C(F)(F)F)C1CC1" orbital_gap_ha=0.356
O -0.54894 1.70921 1.64305 -0.633
C -0.30655 1.39530 0.49809 0.712
N -1.11209 1.57934 -0.54792 -0.625
C -2.48357 2.03257 -0.39955 -0.051
C -3.42805 0.86233 -0.10380 -0.408
C -3.56004 -0.06967 -1.30354 -0.405
C -4.02577 0.70112 -2.53473 -0.398
C -3.05921 1.83632 -2.85827 -0.399
C -2.91346 2.77765 -1.66365 -0.403
C 1.11073 0.82669 0.17050 -0.178
C 1.41933 0.60389 -1.27124 0.258
C 0.95851 -0.27964 -2.20714 -0.312
C 1.64111 0.02708 -3.40981 -0.311
C 2.46129 1.07135 -3.11960 0.091
O 2.33784 1.42696 -1.83050 -0.400
N 1.30625 -0.38554 0.97098 -0.382
C 0.31293 -1.27999 0.91563 0.594
O -0.65288 -1.19385 0.18521 -0.599
C 0.42006 -2.52636 1.83116 0.906
F 0.59022 -2.23120 3.12831 -0.315
F 1.44451 -3.33195 1.48167 -0.324
F -0.68617 -3.25658 1.73962 -0.297
C 2.44964 -0.50174 1.83240 -0.055
C 2.75765 0.58124 2.82640 -0.432
C 3.67218 0.34838 1.66062 -0.429
H -0.88062 1.11896 -1.41498 0.416
H -2.48262 2.71424 0.45841 0.228
H -4.40710 1.26698 0.16008 0.201
H -3.04306 0.30878 0.75303 0.228
H -2.59891 -0.54828 -1.49524 0.204
H -4.27543 -0.85927 -1.06840 0.213
H -5.01779 1.11792 -2.34484 0.193
H -4.10502 0.02720 -3.39007 0.206
H -2.08673 1.41973 -3.13292 0.185
H -3.42321 2.40169 -3.71890 0.212
H -3.87443 3.25620 -1.46752 0.207
H -2.18732 3.56147 -1.88952 0.213
H 1.79887 1.59046 0.53914 0.254
H 0.23517 -1.05398 -2.05353 0.253
H 1.53056 -0.46596 -4.35322 0.233
H 3.15423 1.62864 -3.71754 0.207
H 2.63652 -1.51987 2.13724 0.236
H 2.11889 1.45111 2.82008 0.237
H 3.07849 0.28591 3.81237 0.225
H 4.61971 -0.13504 1.84563 0.226
H 3.72353 1.07853 0.86911 0.221

---

44
Properties=species:S:1:pos:R:3:nbo_charge:R:1 method="wB97M-V/def2-TZVPD" charge=0 e_homo_ev=-8.5 max_force_ev_per_a=1.0 smiles="[H]/N=C1/C[C@@H](C[C@H](C)SCC)CC(=O)/C1=C(/O)CCC" orbital_gap_ha=0.326
H 2.26659 -2.67993 1.43980 0.354
N 1.60336 -2.11391 1.95714 -0.632
C 0.52124 -1.84277 1.36715 0.303
C -0.48079 -1.03036 2.14076 -0.457
C -1.23433 -0.06965 1.22509 -0.230
C -0.26529 0.86187 0.48768 -0.427
C -0.94245 2.07675 -0.13685 -0.310
C 0.01492 2.88793 -0.99695 -0.615
S -1.78352 3.13992 1.10670 0.160
C -0.43899 3.67763 2.22674 -0.524
C -0.45881 2.93666 3.55095 -0.613
C -2.06634 -0.92160 0.27425 -0.514
C -1.31469 -2.07603 -0.35445 0.600
O -1.89672 -2.84422 -1.09472 -0.569
C 0.11439 -2.22320 -0.00396 -0.375
C 0.99718 -2.69352 -0.92640 0.485
O 2.29858 -2.86269 -0.60726 -0.663
C 0.64526 -2.92645 -2.36792 -0.495
C 0.52106 -1.59854 -3.13126 -0.376
C 1.81396 -0.79015 -3.11943 -0.620
H -1.19216 -1.71454 2.61185 0.221
H 0.05365 -0.51212 2.93726 0.235
H -1.90916 0.55140 1.82403 0.238
H 0.50708 1.19757 1.18359 0.213
H 0.23977 0.31039 -0.30929 0.213
H -1.78918 1.76034 -0.75206 0.217
H 0.88867 3.20055 -0.42825 0.203
H 0.35759 2.28727 -1.83787 0.206
H -0.48283 3.77447 -1.38261 0.223
H 0.50444 3.53912 1.70346 0.211
H -0.60191 4.74413 2.38173 0.222
H 0.31453 3.33188 4.20753 0.209
H -0.28189 1.87394 3.40731 0.205
H -1.42406 3.06171 4.03576 0.212
H -2.92387 -1.34708 0.80313 0.243
H -2.48137 -0.32772 -0.54405 0.234
H 2.81651 -3.05841 -1.39996 0.494
H 1.42017 -3.54199 -2.83609 0.197
H -0.30133 -3.46019 -2.43021 0.282
H -0.28430 -1.01195 -2.68577 0.204
H 0.23905 -1.81877 -4.16213 0.211
H 2.10572 -0.52989 -2.10317 0.207
H 1.68522 0.13310 -3.67953 0.219
H 2.62506 -1.35098 -3.58174 0.198

---

67
Properties=species:S:1:pos:R:3:lowdin_charge:R:1 method="wB97M-V/def2-TZVPD" s2=9.775 charge=+3 e_homo_ev="-17.0 / -17.0" spin_multiplicity=6 max_force_ev_per_a=9.6 orbital_gap_ha="0.215 / 0.176"
C 0.15638 -0.68725 -4.53267 -0.092
C 1.52702 -1.26112 -4.04001 -0.369
C 2.55989 -0.07073 -3.79725 -0.070
C 1.46216 -2.29424 -2.84989 -0.134
C 0.25825 -2.16264 -1.85196 -0.077
C 0.45828 -1.04917 -0.75400 -0.411
F 0.59257 0.17808 -1.45298 0.008
C 1.81372 -1.25331 0.04178 -0.077
C 2.16639 -2.74596 0.35866 -0.385
C 1.12312 -3.48141 1.28092 -0.070
C 3.55718 -2.82732 1.13506 -0.056
O -0.61730 -1.16067 0.17863 -0.038
C -1.37806 -0.02070 0.42070 -0.320
C -0.55044 1.17965 1.10515 -0.283
C -0.65429 2.54195 0.31424 -0.284
C -1.90267 3.44033 0.66584 -0.241
C -1.60126 4.90774 0.09020 -0.538
I -0.23896 6.05989 1.33353 1.013
N -0.81873 1.28884 2.53251 -0.122
C -0.35920 0.05444 3.26911 -0.222
N -1.44556 -0.52784 4.08965 0.056
C -0.11620 2.40019 3.18164 -0.241
C -0.69508 2.54474 4.65789 -0.808
O -0.00567 2.46501 5.59000 0.075
I -2.79877 2.89064 5.01916 0.935
P -2.58272 0.50105 -0.94282 1.154
C -4.16139 -0.45501 -0.60660 -0.153
O -2.13462 0.03774 -2.42791 -0.194
H -0.07239 0.33570 -4.13698 0.060
H -0.70859 -1.38050 -4.40272 0.071
H 0.24658 -0.54309 -5.64099 0.096
H 1.95671 -1.81712 -4.91213 0.136
H 3.27639 -0.32242 -2.98071 0.068
H 1.93792 0.80451 -3.47514 0.047
H 3.07970 0.20964 -4.74246 0.092
H 1.38525 -3.31090 -3.31105 0.136
H 2.45384 -2.25659 -2.33664 0.104
H 0.17276 -3.15013 -1.33005 0.125
H -0.72821 -2.05259 -2.36683 0.107
H 2.67181 -0.82500 -0.53981 0.122
H 1.81592 -0.71626 1.02444 0.110
H 2.30296 -3.38877 -0.53932 0.125
H 0.10113 -3.49921 0.82505 0.070
H 1.43547 -4.55746 1.31247 0.105
H 1.12657 -3.13256 2.33732 0.081
H 3.96719 -3.83625 0.87957 0.099
H 4.30442 -2.09393 0.76033 0.080
H 3.37194 -2.77131 2.22984 0.083
H -2.07654 -0.32199 1.25659 0.158
H 0.55172 0.89360 1.02332 0.120
H 0.25571 3.14143 0.66277 -0.280
H -0.49221 2.41682 -0.79314 0.135
H -2.83000 3.12609 0.11878 0.113
H -2.16338 3.45985 1.74563 0.086
H -2.58591 5.41482 -0.00456 0.084
H -1.21924 4.75271 -0.95035 0.076
H 0.55339 0.26067 3.88929 0.140
H -0.04230 -0.76144 2.57023 0.114
H -1.59956 -1.50295 3.84393 0.085
H -2.28780 0.03149 3.96074 0.029
H 1.01165 2.26703 3.22949 0.120
H -0.28915 3.41449 2.73682 0.035
H -3.81364 -1.51921 -0.47823 0.095
H -4.66341 -0.13745 0.33117 0.078
H -4.83072 -0.46641 -1.49888 0.082
H -2.89641 -0.22021 -2.98865 0.125
Dy 1.70639 3.56197 0.68226 1.631

---

24
Properties=species:S:1:pos:R:3:nbo_charge:R:1 method="wB97M-V/def2-TZVPD" charge=0 e_homo_ev="-7.7 / -7.4" max_force_ev_per_a=5.4 orbital_gap_ha="0.266 / 0.272"
C -1.21199 2.92623 0.03424 -0.221
C -0.28644 2.65574 1.08149 -0.209
C -1.22193 2.14219 -1.06071 -0.225
C 0.67630 1.62438 0.91760 -0.190
C -0.38143 1.05814 -1.17187 -0.199
C 0.61609 0.80134 -0.23146 -0.188
C -0.28747 -2.12918 1.30133 -0.290
C 0.06898 -2.22584 -1.08845 -0.121
C 0.59918 -1.30213 1.72878 -0.061
C 1.16053 -1.46313 -1.25837 -0.311
C -0.97604 -2.01804 -0.03940 -0.479
C 1.46420 -0.35055 -0.35910 -0.072
I 3.55490 0.00157 0.07745 0.138
H -1.95271 3.81493 -0.00785 0.222
H -0.18439 3.24744 2.06483 0.225
H -1.97016 2.34485 -1.81355 0.214
H 1.49393 1.28113 1.50565 0.220
H -0.54862 0.40645 -2.14576 0.224
H -0.52961 -3.08372 1.87081 0.230
H 0.11257 -3.14546 -1.77481 0.216
H 1.09158 -0.91959 2.57326 0.206
H 1.87936 -1.72874 -1.87972 0.207
H -1.79235 -2.84722 -0.30847 0.227
H -1.37448 -1.09078 -0.01592 0.238